C37H34N4O | wB97M-V/def2-TZVPD

Structure (XYZ):
```
76
Properties=species:S:1:pos:R:3
C 7.24 -5.12 -0.29
C 7.97 -4.02 0.13
C 7.36 -2.80 0.25
C 6.00 -2.64 -0.06
C 5.26 -1.40 0.09
N 3.92 -1.50 0.21
C 3.03 -0.60 -0.16
C 1.72 -0.69 0.13
N 0.58 -0.78 0.41
C 5.92 -0.10 0.15
C 7.11 0.16 -0.53
C 7.70 1.40 -0.47
C 7.11 2.41 0.26
C 5.93 2.18 0.95
C 5.35 0.93 0.91
C 5.30 -3.76 -0.51
C 5.91 -4.99 -0.62
H 7.71 -6.09 -0.33
H 9.01 -4.14 0.39
H 7.92 -1.96 0.63
H 3.34 0.17 -0.85
H 7.55 -0.61 -1.14
H 8.62 1.59 -1.00
H 7.55 3.39 0.29
H 5.47 2.96 1.53
H 4.45 0.74 1.47
H 4.27 -3.65 -0.77
H 5.35 -5.84 -0.96
C -3.85 1.49 -6.27
C -3.96 1.77 -4.81
C -4.65 0.89 -3.98
C -4.74 1.11 -2.62
C -5.52 0.16 -1.79
C -4.08 2.21 -2.04
N -4.15 2.46 -0.62
C -3.58 1.79 0.46
C -2.93 0.49 0.35
C -2.44 -0.16 1.55
C -2.45 -1.52 1.69
C -2.19 -2.21 2.93
C -2.81 -3.44 3.20
C -2.66 -4.06 4.42
C -1.86 -3.49 5.40
C -1.23 -2.29 5.15
C -1.39 -1.65 3.94
O -2.89 -0.10 -0.74
N -3.95 2.47 1.61
C -3.68 2.16 3.02
C -4.72 3.55 1.25
C -4.85 3.55 -0.10
C -3.40 3.11 -2.87
C -2.76 4.33 -2.31
C -3.35 2.88 -4.23
H -3.45 2.35 -6.80
H -3.19 0.64 -6.46
H -4.82 1.26 -6.69
H -5.13 0.03 -4.41
H -5.84 0.62 -0.85
H -6.41 -0.19 -2.32
H -4.91 -0.71 -1.53
H -2.13 0.44 2.38
H -2.82 -2.09 0.86
H -3.44 -3.88 2.45
H -3.16 -4.99 4.62
H -1.74 -3.98 6.35
H -0.60 -1.85 5.91
H -0.87 -0.73 3.75
H -4.32 2.76 3.67
H -3.90 1.11 3.24
H -2.65 2.39 3.26
H -5.15 4.26 1.93
H -5.44 4.24 -0.68
H -2.01 4.73 -2.99
H -3.50 5.12 -2.14
H -2.27 4.12 -1.36
H -2.83 3.57 -4.87
```

Its maximum force is 3.76 eV/A. The value obtained for the HOMO energy is -4.17 eV. The calculation puts the LUMO energy at -2.08 eV. The value obtained for the energy is -1724.4332 Eh. The gap between HOMO and LUMO is 0.0768 hartree.

Atomic partial charges in e from the Mulliken method, atoms 1 to 2: atom 1 (C): -0.365, atom 2 (C): -0.759

C37H34N5O3PtSSb | wB97M-V/def2-TZVPD

Structure (XYZ):
```
82
Properties=species:S:1:pos:R:3
Pt -0.69 1.56 0.06
C -0.37 -1.18 7.44
C -0.53 -1.29 5.95
C -1.25 -2.34 5.39
C -1.40 -2.45 4.02
C -0.83 -1.50 3.19
C -0.11 -0.44 3.72
C 0.04 -0.34 5.10
S -0.98 -1.63 1.43
O -1.94 -2.67 1.16
O 0.34 -1.73 0.88
N -1.54 -0.19 0.98
C -2.85 0.21 1.05
C -3.96 -0.44 1.60
C -5.16 0.24 1.56
C -5.26 1.51 0.99
C -4.12 2.07 0.45
N -2.95 1.44 0.50
H -1.34 -1.14 7.94
H 0.19 -0.29 7.71
H 0.16 -2.05 7.84
H -1.70 -3.08 6.04
H -1.96 -3.27 3.58
H 0.34 0.31 3.08
H 0.60 0.48 5.51
H -3.88 -1.43 2.01
H -6.04 -0.23 1.98
H -6.19 2.04 0.95
H -4.12 3.05 -0.01
N -1.13 3.36 3.41
C -0.24 3.13 2.42
O 0.84 2.58 2.59
C -0.68 3.55 1.05
C 0.34 3.75 0.07
N 1.13 3.99 -0.75
C -1.83 4.37 0.91
N -2.78 5.02 0.87
H -0.94 2.92 4.30
H -2.05 3.72 3.23
C 3.36 2.20 -2.35
C 2.50 1.85 -3.53
C 2.81 2.38 -4.78
C 2.10 2.04 -5.92
C 1.06 1.14 -5.83
C 0.72 0.61 -4.60
C 1.41 0.97 -3.44
Sb 0.76 0.11 -1.60
C 2.58 -0.58 -0.80
C 2.86 -0.13 0.49
C 4.07 -0.39 1.09
C 5.03 -1.12 0.40
C 4.76 -1.57 -0.88
C 3.54 -1.31 -1.51
C 3.35 -1.82 -2.91
C -0.35 -1.56 -2.22
C 0.15 -2.83 -2.00
C -0.57 -3.96 -2.36
C -1.83 -3.80 -2.93
C -2.35 -2.53 -3.12
C -1.64 -1.39 -2.76
C -2.30 -0.05 -2.91
H 4.03 3.02 -2.61
H 3.98 1.35 -2.04
H 2.77 2.52 -1.49
H 3.64 3.08 -4.85
H 2.37 2.48 -6.87
H 0.51 0.84 -6.72
H -0.07 -0.12 -4.54
H 2.12 0.45 1.03
H 4.27 -0.02 2.09
H 5.99 -1.34 0.86
H 5.52 -2.13 -1.42
H 4.30 -1.84 -3.43
H 2.67 -1.20 -3.50
H 2.96 -2.84 -2.93
H 1.11 -2.96 -1.51
H -0.17 -4.94 -2.18
H -2.41 -4.67 -3.22
H -3.34 -2.42 -3.54
H -3.20 -0.14 -3.52
H -1.66 0.69 -3.39
H -2.59 0.36 -1.94
```

Its maximum force is 0.58 eV/A. The value obtained for the HOMO energy (spin up / spin down) is -8.04 / -8.53 eV. The calculation puts the LUMO energy (spin up / spin down) at 0.42 / -1.83 eV. The value obtained for the energy is -2687.5426 Eh. The spin multiplicity is 3. The gap between HOMO and LUMO (spin up / spin down) is 0.3109 / 0.2462 hartree.

Atomic partial charges in e from the Mulliken method, atoms 1 to 2: atom 1 (Pt): 3.220, atom 2 (C): -1.475

C37H35ClN2S2Si2Tc | wB97M-V/def2-TZVPD

Structure (XYZ):
```
80
Properties=species:S:1:pos:R:3
C 0.77 1.32 1.11
C 1.51 1.81 -0.02
C 0.65 2.63 -0.81
H 2.55 1.60 -0.22
C -0.63 2.67 -0.17
C -0.55 1.89 1.02
H -1.33 1.77 1.75
H 1.14 0.67 1.89
H 0.91 3.09 -1.76
H -1.52 3.17 -0.55
Tc -0.13 0.67 -0.64
Si -1.79 2.67 -5.60
C -1.20 1.73 -7.11
C -2.08 0.84 -7.75
H -3.10 0.74 -7.38
C -1.67 0.10 -8.86
H -2.33 -0.65 -9.28
C -0.41 0.32 -9.43
H -0.11 -0.24 -10.32
C 0.43 1.27 -8.86
H 1.41 1.45 -9.30
C 0.05 1.97 -7.70
H 0.74 2.67 -7.24
C -3.51 3.16 -6.23
C -3.72 4.18 -7.19
H -2.89 4.81 -7.50
C -4.98 4.37 -7.78
H -5.11 5.14 -8.54
C -6.08 3.59 -7.41
H -7.07 3.77 -7.84
C -5.88 2.57 -6.49
H -6.70 1.93 -6.20
C -4.62 2.34 -5.91
H -4.52 1.51 -5.22
H -0.74 3.62 -5.07
Si -2.67 -1.37 -4.45
C -3.35 0.19 -3.57
C -2.76 1.45 -3.54
H -1.80 1.67 -4.18
C -3.17 2.45 -2.65
H -2.57 3.37 -2.57
C -4.35 2.28 -1.93
H -4.76 3.11 -1.35
C -5.00 1.04 -1.99
H -5.88 0.90 -1.35
C -4.51 0.01 -2.80
H -5.01 -0.96 -2.83
C -0.92 -0.87 -4.96
C -0.07 0.04 -4.32
H -0.38 0.56 -3.39
C 1.18 0.34 -4.88
H 1.80 1.13 -4.45
C 1.63 -0.35 -6.00
H 2.59 -0.08 -6.47
C 0.84 -1.36 -6.56
H 1.18 -1.93 -7.44
C -0.43 -1.63 -6.03
H -1.06 -2.43 -6.45
H -3.39 -2.11 -5.41
Cl -2.33 -2.70 -2.91
C 2.96 -0.28 -2.10
C 2.43 -1.09 -0.99
N 1.19 -0.95 -0.48
C 0.89 -1.95 0.43
C 1.91 -2.88 0.60
S 3.27 -2.52 -0.41
C -0.40 -1.82 1.03
C -1.07 -2.61 1.97
S -2.60 -1.93 2.39
C -2.32 -0.63 1.23
N -1.13 -0.72 0.59
C -3.39 0.35 0.92
H 3.26 0.71 -1.75
H 3.85 -0.79 -2.49
H 2.23 -0.17 -2.92
H 1.85 -3.71 1.29
H -0.65 -3.50 2.41
H -4.23 0.09 1.58
H -3.08 1.39 1.13
H -3.73 0.28 -0.13
```

Its maximum force is 3.75 eV/A. The value obtained for the HOMO energy (spin up / spin down) is -10.87 / -11.75 eV. The calculation puts the LUMO energy (spin up / spin down) at -5.23 / -9.77 eV. The value obtained for the energy is -3456.1210 Eh. The spin multiplicity is 4. As for the charge: +2. The gap between HOMO and LUMO (spin up / spin down) is 0.2071 / 0.0729 hartree.

Atomic partial charges in e from the Mulliken method, atoms 1 to 2: atom 1 (C): -1.306, atom 2 (C): -0.092

C37H35CrN2O3P | wB97M-V/def2-TZVPD

Structure (XYZ):
```
79
Properties=species:S:1:pos:R:3
Cr -0.34 0.16 -1.12
C -3.22 0.73 1.71
C -2.14 1.02 2.72
C -2.50 1.80 3.82
C -1.61 2.09 4.83
C -0.32 1.59 4.77
C 0.06 0.82 3.69
C -0.82 0.54 2.65
P -0.29 -0.47 1.21
C 1.42 -0.97 1.54
C 2.28 0.14 1.61
C 3.64 -0.01 1.77
C 4.17 -1.30 1.84
C 3.33 -2.39 1.75
C 1.94 -2.26 1.60
C 1.12 -3.51 1.44
C -1.48 -1.83 1.22
C -2.00 -2.41 2.38
C -3.01 -3.34 2.30
C -3.52 -3.68 1.05
C -3.02 -3.10 -0.10
C -1.99 -2.17 -0.03
C -1.40 -1.54 -1.27
H -3.85 1.60 1.57
H -3.86 -0.09 2.07
H -2.84 0.42 0.74
H -3.51 2.18 3.87
H -1.92 2.70 5.67
H 0.39 1.79 5.56
H 1.07 0.42 3.66
H 1.87 1.14 1.52
H 4.28 0.86 1.83
H 5.23 -1.45 1.96
H 3.74 -3.39 1.78
H 1.78 -4.38 1.47
H 0.59 -3.53 0.49
H 0.39 -3.62 2.24
H -1.61 -2.10 3.35
H -3.42 -3.79 3.19
H -4.33 -4.40 0.98
H -3.42 -3.38 -1.07
H -2.14 -1.49 -2.07
H -0.58 -2.18 -1.64
O -0.30 0.35 -3.27
C -0.66 1.55 -3.98
C -2.16 1.65 -4.19
C -2.94 1.42 -2.90
C -2.47 2.33 -1.80
C -2.94 3.63 -1.72
C -2.46 4.49 -0.74
C -1.53 4.01 0.16
C -1.12 2.70 0.04
N -1.56 1.86 -0.92
H -0.56 -0.43 -3.78
H -0.11 1.58 -4.92
H -0.28 2.36 -3.35
H -2.49 0.93 -4.95
H -2.37 2.65 -4.60
H -2.84 0.39 -2.57
H -4.01 1.59 -3.07
H -3.68 3.96 -2.43
H -2.82 5.50 -0.68
H -1.12 4.63 0.95
H -0.40 2.29 0.73
O 1.96 -2.94 -1.76
C 2.28 -1.78 -1.73
N 1.45 -0.70 -1.43
C 2.11 0.45 -1.53
O 1.46 1.50 -1.30
C 3.52 0.21 -1.89
C 4.60 1.05 -2.08
C 5.82 0.45 -2.39
C 5.94 -0.93 -2.50
C 4.84 -1.77 -2.31
C 3.64 -1.17 -2.01
H 4.50 2.12 -1.99
H 6.69 1.07 -2.54
H 6.90 -1.36 -2.74
H 4.92 -2.84 -2.39
```

Its maximum force is 0.64 eV/A. The value obtained for the HOMO energy (spin up / spin down) is -11.20 / -11.06 eV. The calculation puts the LUMO energy (spin up / spin down) at -3.42 / -3.00 eV. The value obtained for the energy is -3151.8418 Eh. The spin multiplicity is 2. As for the charge: +1. The gap between HOMO and LUMO (spin up / spin down) is 0.2856 / 0.2963 hartree.

Atomic partial charges in e from the Mulliken method, atoms 1 to 2: atom 1 (Cr): -0.752, atom 2 (C): -1.413

C37H35F4MnN6O3SSi | wB97M-V/def2-TZVPD

Structure (XYZ):
```
88
Properties=species:S:1:pos:R:3
Mn -1.14 -0.22 -1.26
C -1.85 -2.07 -3.58
N -1.70 -0.59 -3.51
C -0.94 -0.12 -4.69
C -3.03 0.04 -3.61
C -3.98 -0.45 -2.57
N -3.32 -0.44 -1.26
C -4.20 -0.50 -0.18
C -3.71 -0.38 1.13
F -2.38 -0.28 1.29
C -4.49 -0.33 2.26
F -3.88 -0.18 3.44
C -5.86 -0.43 2.19
C -6.38 -0.60 0.93
F -7.70 -0.74 0.77
C -5.59 -0.66 -0.21
F -6.25 -0.92 -1.37
H -2.54 -2.35 -4.38
H -2.23 -2.46 -2.64
H -0.88 -2.52 -3.79
H -1.52 -0.31 -5.60
H 0.00 -0.64 -4.78
H -0.76 0.95 -4.61
H -3.45 -0.15 -4.60
H -2.89 1.12 -3.52
H -4.35 -1.44 -2.84
H -4.83 0.22 -2.60
H -6.49 -0.38 3.07
C 3.00 -4.17 0.52
C 3.31 -2.84 0.81
C 2.76 -1.82 0.05
C 1.90 -2.10 -1.02
C 1.61 -3.44 -1.31
C 2.16 -4.47 -0.55
Si 1.11 -0.81 -2.10
C 2.18 0.68 -2.42
C 2.39 1.05 -3.75
C 3.23 2.10 -4.08
C 3.88 2.82 -3.08
C 3.68 2.48 -1.75
C 2.83 1.43 -1.42
H 3.41 -4.97 1.13
H 3.96 -2.61 1.64
H 3.01 -0.80 0.30
H 0.96 -3.70 -2.14
H 1.93 -5.50 -0.79
H 1.13 -1.50 -3.40
H 1.91 0.49 -4.55
H 3.38 2.36 -5.12
H 4.54 3.63 -3.34
H 4.18 3.03 -0.97
H 2.69 1.18 -0.37
O 1.96 -4.06 5.69
S 3.08 -3.43 6.36
O 4.38 -4.01 6.06
O 2.85 -3.12 7.76
C 3.20 -1.80 5.58
N 4.16 -0.94 6.01
C 4.28 0.20 5.36
C 3.48 0.54 4.27
C 2.53 -0.38 3.92
N 2.38 -1.53 4.55
C 1.62 -0.24 2.74
C 1.47 0.94 2.02
C 0.71 0.94 0.88
N 0.07 -0.17 0.45
C 0.18 -1.30 1.18
C 0.92 -1.37 2.32
H 5.05 0.88 5.70
H 3.63 1.48 3.73
H 1.95 1.86 2.32
H 0.60 1.83 0.28
H -0.35 -2.17 0.82
H 1.00 -2.28 2.90
N -1.67 2.06 -1.35
C -1.42 3.08 -0.36
C -0.74 4.24 -0.71
C -0.46 5.20 0.25
C -0.86 5.00 1.57
C -1.56 3.85 1.91
C -1.84 2.89 0.95
H -2.64 1.75 -1.31
H -1.50 2.43 -2.28
H -0.42 4.39 -1.74
H 0.07 6.10 -0.03
H -0.64 5.75 2.32
H -1.88 3.68 2.93
H -2.38 1.98 1.22
```

Its maximum force is 1.34 eV/A. The value obtained for the HOMO energy (spin up / spin down) is -7.24 / -7.24 eV. The calculation puts the LUMO energy (spin up / spin down) at -2.45 / -1.20 eV. The value obtained for the energy is -4223.2759 Eh. As for the relative energy (zero: lowest compared OMol25 entry of this formula, charge and spin): 0.0 kcal per mole. The spin multiplicity is 5. The gap between HOMO and LUMO (spin up / spin down) is 0.1758 / 0.2220 hartree.

Atomic partial charges in e from the Mulliken method, atoms 1 to 2: atom 1 (Mn): 0.709, atom 2 (C): -1.119

C37H36Br3N7O2 | wB97M-V/def2-TZVPD

Structure (XYZ):
```
85
Properties=species:S:1:pos:R:3
C -1.35 -2.25 5.18
Br 0.52 -2.27 4.67
Br -2.49 -0.94 4.27
Br -1.47 -2.03 7.08
H -1.75 -3.19 4.79
C 2.79 -5.18 1.50
C 2.32 -3.85 1.70
C 3.09 -2.85 1.19
C 4.31 -3.07 0.49
C 4.64 -4.40 0.13
C 3.89 -5.43 0.65
N 5.22 -1.93 0.08
O 5.07 -0.86 0.65
O 5.98 -2.00 -0.85
H 2.15 -5.94 1.93
H 1.40 -3.77 2.26
H 2.71 -1.85 1.36
H 5.42 -4.62 -0.59
H 4.09 -6.46 0.40
N 5.32 4.21 -1.78
C 4.27 3.37 -1.98
C 4.36 1.96 -1.90
C 5.52 1.45 -1.42
C 6.62 2.26 -1.09
C 6.46 3.66 -1.21
H 3.40 3.93 -2.28
H 3.68 1.17 -2.19
H 5.43 0.39 -1.26
H 7.56 1.82 -0.80
H 7.22 4.34 -0.87
N 0.47 2.20 0.16
C -0.77 2.46 0.72
C -1.50 1.46 1.21
C -1.09 0.12 1.22
C 0.13 -0.18 0.70
C 0.88 0.89 0.12
H -1.24 3.44 0.76
H -2.51 1.67 1.52
H -1.80 -0.55 1.68
H 0.46 -1.21 0.64
H 1.85 0.69 -0.32
N -5.00 0.25 2.03
C -4.53 0.04 0.76
C -5.37 -0.46 -0.30
C -6.79 -0.44 -0.09
C -7.29 0.07 1.13
C -6.36 0.29 2.14
H -3.50 0.19 0.48
H -5.00 -0.68 -1.29
H -7.42 -0.67 -0.94
H -8.29 0.45 1.27
H -6.73 0.70 3.07
N 0.87 -0.30 -3.19
C 0.26 0.88 -3.18
C 0.65 1.89 -4.02
C 1.61 1.67 -5.01
C 2.27 0.43 -4.95
C 2.02 -0.49 -3.91
H -0.44 1.14 -2.39
H 0.44 2.92 -3.76
H 2.04 2.53 -5.50
H 3.08 0.34 -5.65
H 2.58 -1.40 -3.77
N -3.73 -4.40 3.26
C -3.93 -3.91 2.01
C -4.77 -4.51 1.16
C -5.45 -5.66 1.56
C -5.28 -6.21 2.88
C -4.40 -5.48 3.68
H -3.32 -3.05 1.78
H -4.65 -4.16 0.14
H -5.93 -6.19 0.76
H -5.84 -7.05 3.27
H -4.24 -5.83 4.69
N -0.15 4.87 -2.08
C 0.85 5.21 -1.16
C 1.13 6.50 -0.74
C 0.35 7.59 -1.15
C -0.84 7.25 -1.93
C -0.99 5.92 -2.43
H 1.38 4.35 -0.78
H 2.00 6.56 -0.11
H 0.61 8.58 -0.81
H -1.44 8.04 -2.37
H -1.76 5.60 -3.11
```

Its maximum force is 3.64 eV/A. The value obtained for the HOMO energy is -9.04 eV. The calculation puts the LUMO energy at -0.66 eV. The value obtained for the energy is -9687.0599 Eh. As for the relative energy (zero: lowest compared OMol25 entry of this formula, charge and spin): 49.0 kcal per mole. The gap between HOMO and LUMO is 0.3081 hartree.

Atomic partial charges in e from the Mulliken method, atoms 1 to 2: atom 1 (C): -0.177, atom 2 (Br): -0.037